48
Properties=species:S:1:pos:R:3:forces:R:3 method="wB97M-V/def2-TZVPD" smiles=CO.CO.CO.CO.CO.CO.CO.CO lumo_ev=0.1678 total_charge=0 total_energy_ha=-925.70697 e_above_lowest_kj_mol=485.2 multiplicity=1 gap_ha=0.37887
C 33.10143 12.13753 -2.79878 -0.656 0.465 -0.635
O 33.46793 10.87499 -3.32560 0.490 0.039 0.395
H 33.27426 12.24084 -1.72753 0.011 -0.546 -0.092
H 33.60817 12.97465 -3.27893 0.409 -0.038 -0.084
H 32.04818 12.28675 -3.03651 -0.291 0.210 0.460
H 33.48055 10.97063 -4.28074 0.052 -0.148 -0.070
C 41.40746 9.65858 -12.54172 -1.570 -0.473 -0.166
O 42.39946 10.61808 -12.59329 1.311 0.445 -0.592
H 41.72821 8.61690 -12.53125 0.416 -0.029 0.797
H 40.74501 9.96873 -11.73358 -0.320 -0.852 0.264
H 40.79732 9.62637 -13.44438 0.081 0.755 -0.289
H 43.07537 10.36982 -11.95837 0.076 0.147 -0.012
C 35.17084 6.57929 -14.59334 0.170 1.778 -0.046
O 36.27918 7.14071 -13.84404 -0.264 -1.030 -0.162
H 34.23926 6.94834 -14.16432 -0.221 -0.572 0.370
H 35.15566 7.04240 -15.57995 0.225 -0.407 -0.386
H 35.20842 5.49337 -14.67971 0.252 0.255 0.340
H 36.30143 8.09009 -13.98466 -0.134 -0.039 -0.096
C 36.28264 15.34927 -9.70220 0.591 0.236 -0.134
O 37.20982 16.41749 -9.83229 -0.061 0.662 -0.096
H 35.50011 15.50854 -10.44408 -0.273 -0.529 0.152
H 36.88320 14.45964 -9.89187 -0.690 -0.564 0.102
H 35.86484 15.36166 -8.69552 0.036 -0.136 -0.098
H 37.14363 16.65811 -10.75930 0.397 0.328 0.076
C 40.06205 3.74671 -12.27531 -0.170 0.404 -0.588
O 39.48745 4.54001 -11.25954 -0.063 0.065 0.437
H 39.36416 3.69900 -13.11124 -0.039 -0.542 -0.106
H 40.95321 4.22162 -12.68566 0.341 -0.084 0.144
H 40.30172 2.75515 -11.89129 -0.091 0.113 -0.019
H 38.89766 5.16690 -11.68469 -0.004 0.069 0.113
C 32.79592 4.60674 -4.71069 0.018 1.260 -1.265
O 32.68629 3.25602 -4.37528 -0.424 -0.270 0.395
H 33.58149 4.76785 -5.44896 0.420 0.089 0.213
H 31.92902 4.99341 -5.24649 -0.543 -0.739 -0.064
H 32.86776 5.35529 -3.92163 0.531 -0.505 0.678
H 33.55727 2.85391 -4.33891 -0.001 0.169 0.042
C 35.58128 9.18224 -8.56586 -0.075 0.382 -0.754
O 34.53884 9.98305 -7.99209 0.597 -0.532 0.420
H 35.16435 8.53508 -9.33752 0.079 -0.171 -0.020
H 36.33724 9.81504 -9.03083 0.014 0.190 -0.184
H 36.15148 8.55974 -7.87633 -0.663 0.160 0.577
H 33.94693 10.24279 -8.70187 -0.002 -0.005 -0.022
C 30.38588 9.97059 -11.33696 0.378 0.884 0.758
O 30.64620 10.92297 -10.27993 0.457 -0.273 -0.402
H 31.34295 9.58163 -11.68457 0.050 -0.112 0.386
H 29.77733 9.17456 -10.90787 -0.163 -0.124 -0.630
H 29.98579 10.49753 -12.20320 -0.594 -0.285 0.030
H 29.81797 11.21717 -9.89383 -0.089 -0.102 -0.137